Computed, not measured: one molecule with the formula C10H11P at a distorted geometry, with ωB97M-V/def2-TZVPD.

Each line ends with the Löwdin charge.
Element x y z (Å)
C (2.416, -0.732, -2.652)  -0.097
C (1.849, 0.442, -3.309)  -0.003
C (1.809, -0.946, -1.411)  -0.123
C (-0.413, 1.686, -2.480)  -0.213
C (0.715, 0.806, -2.445)  -0.249
C (0.722, -0.071, -1.261)  -0.328
C (-1.430, 1.328, -1.702)  -0.184
C (-1.003, 0.193, 1.166)  -0.414
C (0.164, -0.018, 1.981)  -0.135
C (-2.460, 0.315, 1.715)  -0.081
P (-0.934, -0.028, -0.540)  0.987
H (3.340, -1.258, -2.944)  0.096
H (2.089, 0.988, -4.189)  0.078
H (2.177, -1.600, -0.591)  0.107
H (-0.699, 2.236, -3.342)  0.077
H (0.133, 0.319, 3.036)  0.095
H (0.572, -1.025, 2.081)  0.089
H (1.044, 0.446, 1.567)  0.072
H (-2.972, -0.367, 2.398)  0.084
H (-2.410, 1.155, 2.368)  0.065
H (-3.031, 0.542, 0.841)  0.043
H (-1.647, -1.109, -0.914)  0.033

Calculated values
Highest occupied orbital energy (spin up / spin down) in Eh: -0.2774 / -0.2645
Strongest force on any atom in eV Å⁻¹: 4.72
Kohn-Sham gap (spin up / spin down) in eV: 6.44 / 5.85
E_tot in Ha: -728.72598